1.
Here is a 2-piece molecular cluster, CH4O2S overall in a non-equilibrium geometry from the Open Molecules 2025 dataset. Energies are from wB97M-V/def2-TZVPD.

Cartesian coordinates (Å):
S (-1.24, 3.18, 3.46)
H (-0.44, 2.89, 4.50)
H (-1.93, 4.13, 4.10)
O (1.79, -1.46, -1.87)
C (0.70, -1.63, -2.26)
O (0.25, -2.77, -2.82)
H (-0.13, -0.94, -2.31)
H (0.99, -3.40, -2.81)

The HOMO energy comes out at -9.803 eV. The frontier orbital gap comes out at 10.6 eV. The energy above the lowest of the compared OMol25 structures with the same formula, charge and spin is 3.8 kcal/mol. As for the largest force on an atom: 0.0401 hartree/bohr. The molar mass comes out at 80.11 g/mol. Its total charge is 0. The SMILES is O=CO.S.

=====

2.
Here is a single C4H6N4 molecule in a non-equilibrium geometry from the Open Molecules 2025 dataset. Energies are from wB97M-V/def2-TZVPD.

Cartesian coordinates (Å):
C (-0.73, 1.64, -0.20)
C (0.03, 0.39, 0.23)
C (0.55, -0.77, -0.29)
C (1.19, -1.32, 0.83)
H (-1.25, -0.55, -1.26)
H (-2.20, 0.19, -2.46)
H (-0.62, 2.53, 0.54)
H (0.66, -1.40, -1.29)
H (2.05, -2.04, 0.76)
H (1.41, -0.72, 2.78)
N (-1.39, 0.24, -1.81)
N (-1.51, 1.52, -1.16)
N (1.31, -0.36, 1.83)
N (0.49, 0.65, 1.50)

The HOMO energy comes out at -8.801 eV. The frontier orbital gap comes out at 9.7 eV. The energy above the lowest of the compared OMol25 structures with the same formula, charge and spin is 86.4 kcal/mol. As for the largest force on an atom: 0.1097 hartree/bohr. The molar mass comes out at 110.12 g/mol. Its total charge is 0. The SMILES is N/N=C\c1cc[nH]n1.

=====

3.
Here is a single C2H4N2O2 molecule in a non-equilibrium geometry from the Open Molecules 2025 dataset. Energies are from wB97M-V/def2-TZVPD.

Cartesian coordinates (Å):
C (-0.72, -0.58, -0.40)
C (1.58, -0.07, 0.89)
H (-1.40, 1.37, -1.22)
H (-0.28, -1.29, 0.36)
H (2.48, -0.07, 1.38)
H (0.82, -0.10, 1.59)
N (-2.00, -0.29, -0.33)
N (1.61, -0.09, -0.37)
O (-2.24, 0.84, -0.98)
O (0.16, 0.28, -0.92)

The HOMO energy comes out at -9.028 eV. The frontier orbital gap comes out at 9.0 eV. The energy above the lowest of the compared OMol25 structures with the same formula, charge and spin is 153.9 kcal/mol. As for the largest force on an atom: 0.0814 hartree/bohr. The molar mass comes out at 88.07 g/mol. Its total charge is 0. The SMILES is C=NO/C=N\O.

=====

4.
Here is a single C8H12N2O molecule in a non-equilibrium geometry from the Open Molecules 2025 dataset. Energies are from wB97M-V/def2-TZVPD.

Cartesian coordinates (Å):
C (1.77, -0.79, -0.19)
C (-1.90, 0.13, -1.17)
C (0.47, -0.87, -0.08)
C (2.66, 0.22, 0.49)
C (1.78, 1.26, 1.35)
C (0.71, 1.94, 0.42)
C (-0.40, 1.01, 0.30)
C (-2.85, -2.13, -0.81)
N (-0.57, -1.63, -0.19)
N (-1.71, -1.16, -0.66)
O (-1.15, 1.17, -0.83)
H (2.32, -1.49, -0.71)
H (-2.74, 0.33, -1.82)
H (3.31, -0.32, 1.16)
H (3.20, 0.90, -0.25)
H (1.31, 0.64, 2.03)
H (2.44, 1.90, 1.97)
H (0.26, 2.79, 0.89)
H (1.27, 1.99, -0.55)
H (-0.96, 0.82, 1.12)
H (-3.41, -1.83, -1.67)
H (-3.49, -1.80, -0.05)
H (-2.33, -3.08, -0.75)

The HOMO energy comes out at -6.832 eV. The frontier orbital gap comes out at 7.7 eV. The energy above the lowest of the compared OMol25 structures with the same formula, charge and spin is 138.5 kcal/mol. As for the largest force on an atom: 0.0936 hartree/bohr. The molar mass comes out at 152.20 g/mol. Its total charge is 0.

=====

5.
Here is a 14-piece molecular cluster, C2H33N2O14 overall in a non-equilibrium geometry from the Open Molecules 2025 dataset. Energies are from wB97M-V/def2-TZVPD.

Cartesian coordinates (Å):
N (-0.42, -1.27, -0.39)
C (-1.77, -0.88, 0.05)
C (-1.57, 0.39, 0.89)
N (-2.54, 1.30, 1.21)
O (-0.43, 0.57, 1.29)
H (-0.06, -0.63, -1.01)
H (0.14, -1.34, 0.48)
H (-0.48, -2.11, -0.96)
H (-2.25, -1.76, 0.62)
H (-2.58, -0.78, -0.70)
H (-3.50, 1.27, 0.71)
H (-2.31, 2.00, 1.79)
H (3.17, -0.90, 1.82)
H (4.05, -0.26, 2.76)
O (3.51, -0.04, 1.99)
H (-0.32, -1.65, -4.55)
H (1.11, -2.07, -4.43)
O (0.56, -1.35, -4.55)
H (-2.47, -2.58, -3.58)
H (-2.59, -1.12, -3.02)
O (-2.14, -2.00, -2.95)
H (-0.10, 3.94, 3.07)
H (0.52, 2.57, 2.68)
O (-0.19, 3.18, 2.49)
H (1.90, -3.35, -0.85)
H (1.11, -4.51, -0.75)
O (1.14, -3.63, -1.20)
H (-0.19, 3.40, -2.10)
H (-0.28, 3.21, -3.67)
O (-0.25, 2.68, -2.89)
H (3.30, -0.91, -0.66)
H (2.03, -0.91, -1.25)
O (2.50, -1.39, -0.67)
H (0.31, -2.29, 3.16)
H (-0.38, -3.46, 2.27)
O (-0.16, -2.52, 2.34)
H (0.69, 0.76, -2.57)
H (1.07, -0.42, -3.43)
O (1.05, -0.04, -2.45)
H (0.63, -0.12, 4.52)
H (-0.48, -0.73, 3.77)
O (0.14, -0.97, 4.58)
H (0.91, 1.00, 2.37)
H (2.36, 1.19, 2.78)
O (1.41, 1.26, 3.13)
H (0.09, 2.66, -0.11)
H (0.11, 3.96, 0.49)
O (0.09, 3.55, -0.26)
H (-1.49, 1.72, -2.14)
H (-2.93, 1.89, -2.11)
O (-2.27, 1.33, -1.70)

The HOMO energy (alpha / beta) comes out at -2.225 / -10.749 eV. Its expectation value of S² is 0.750. The spin multiplicity is 2. The frontier orbital gap (alpha / beta) comes out at 2.3 / 10.7 eV. As for the largest force on an atom: 0.1632 hartree/bohr. The molar mass comes out at 309.29 g/mol. Its total charge is 0.

=====

6.
Here is C21H46AsCrN7OSb2 as an isolated structure in a non-equilibrium geometry from the Open Molecules 2025 dataset. Energies are from wB97M-V/def2-TZVPD.

Cartesian coordinates (Å):
Cr (1.43, -1.29, 0.02)
N (1.21, -2.04, 2.03)
C (2.36, -1.75, 2.90)
C (3.55, -1.06, 2.19)
N (3.50, -1.06, 0.69)
C (4.27, -2.22, 0.12)
C (3.44, -3.52, 0.12)
N (2.08, -3.30, -0.45)
H (0.33, -1.69, 2.41)
H (0.97, -3.05, 2.03)
H (2.69, -2.63, 3.49)
H (2.00, -1.09, 3.70)
H (4.42, -1.59, 2.57)
H (3.59, 0.02, 2.49)
H (3.93, -0.22, 0.36)
H (5.23, -2.27, 0.69)
H (4.57, -1.92, -0.89)
H (3.34, -3.96, 1.13)
H (4.04, -4.15, -0.48)
H (1.43, -4.06, -0.26)
H (2.16, -3.24, -1.47)
C (-4.18, 0.15, 3.95)
Sb (-3.04, -0.14, 2.16)
C (-4.51, -1.50, 1.19)
C (-3.66, 1.73, 1.06)
C (-2.80, 2.86, 1.35)
C (-3.26, 3.83, 2.28)
C (-2.51, 4.97, 2.52)
C (-1.33, 5.23, 1.78)
C (-0.83, 4.31, 0.86)
C (-1.54, 3.06, 0.62)
C (-0.97, 1.99, -0.18)
Sb (0.79, 1.28, 0.92)
C (0.61, 1.70, 3.07)
C (2.43, 2.62, 0.36)
H (-4.84, 1.00, 3.81)
H (-3.48, 0.39, 4.77)
H (-4.84, -0.68, 4.23)
H (-4.93, -2.15, 1.98)
H (-3.97, -2.16, 0.46)
H (-5.31, -0.86, 0.75)
H (-4.64, 2.02, 1.51)
H (-3.84, 1.46, 0.04)
H (-4.19, 3.66, 2.78)
H (-2.81, 5.72, 3.26)
H (-0.87, 6.24, 1.85)
H (0.09, 4.46, 0.33)
H (-0.57, 2.31, -1.15)
H (-1.64, 1.14, -0.31)
H (-0.07, 2.54, 3.17)
H (1.60, 1.92, 3.44)
H (0.23, 0.81, 3.59)
H (3.05, 2.87, 1.20)
H (2.04, 3.58, -0.05)
H (3.11, 2.08, -0.37)
N (-2.83, -3.78, -3.74)
C (-2.65, -2.85, -2.78)
N (-3.43, -1.75, -2.75)
N (-1.62, -2.99, -1.87)
C (-1.13, -2.13, -1.12)
N (-0.45, -1.48, -0.40)
H (-3.64, -3.75, -4.33)
H (-2.15, -4.59, -3.76)
H (-4.28, -1.74, -3.32)
H (-3.39, -1.08, -1.97)
C (0.20, 1.11, -3.42)
As (1.86, 0.00, -3.38)
C (1.83, -1.13, -4.91)
C (3.34, 1.10, -3.78)
O (2.12, -0.76, -1.84)
H (-0.15, 1.20, -4.45)
H (0.43, 2.14, -2.98)
H (-0.54, 0.53, -2.84)
H (1.04, -1.04, -5.70)
H (1.73, -2.14, -4.46)
H (2.83, -1.05, -5.42)
H (3.98, 0.67, -4.58)
H (3.94, 1.04, -2.87)
H (3.12, 2.16, -3.97)

The HOMO energy (alpha / beta) comes out at -14.521 / -14.519 eV. Its expectation value of S² is 3.834. The spin multiplicity is 4. The frontier orbital gap (alpha / beta) comes out at 5.9 / 6.7 eV. The energy above the lowest of the compared OMol25 structures with the same formula, charge and spin is 29.2 kcal/mol. As for the largest force on an atom: 0.0884 hartree/bohr. The molar mass comes out at 783.09 g/mol. Its total charge is +3.

=====

7.
Here is a single C2H6OSi molecule in a non-equilibrium geometry from the Open Molecules 2025 dataset. Energies are from wB97M-V/def2-TZVPD.

Cartesian coordinates (Å):
C (0.52, -0.51, 0.14)
C (-1.01, -0.92, 0.69)
O (1.49, -1.22, 0.35)
Si (0.70, 1.09, -0.80)
H (-1.17, -1.74, 0.00)
H (-1.67, -0.07, 0.78)
H (-0.79, -1.29, 1.64)
H (-0.78, 1.56, -0.61)
H (1.80, 1.87, 0.01)
H (0.90, 1.23, -2.21)

The HOMO energy comes out at -9.160 eV. The frontier orbital gap comes out at 9.5 eV. The energy above the lowest of the compared OMol25 structures with the same formula, charge and spin is 56.9 kcal/mol. As for the largest force on an atom: 0.0754 hartree/bohr. The molar mass comes out at 74.15 g/mol. Its total charge is 0. The SMILES is CC(=O)[SiH3].

=====

8.
Here is C23H12Br4ClN6O4RuS as an isolated structure in a non-equilibrium geometry from the Open Molecules 2025 dataset. Energies are from wB97M-V/def2-TZVPD.

Cartesian coordinates (Å):
Ru (-0.08, 0.05, -0.04)
Br (5.86, -0.10, 3.53)
C (4.05, -0.03, 3.06)
C (3.06, -0.03, 4.07)
Br (3.56, -0.08, 5.87)
C (1.71, -0.01, 3.72)
Br (0.36, 0.01, 5.01)
C (1.30, 0.01, 2.37)
O (0.09, 0.03, 2.00)
C (2.33, 0.06, 1.33)
O (1.92, 0.15, 0.13)
C (3.68, 0.01, 1.72)
Br (4.96, -0.02, 0.35)
S (0.03, 5.30, -5.33)
N (0.03, 3.68, -5.43)
C (0.03, 3.17, -4.21)
C (0.02, 1.78, -3.87)
C (0.02, 0.74, -4.78)
C (-0.01, -0.58, -4.30)
C (-0.03, -0.81, -2.94)
N (-0.04, 0.16, -2.04)
C (-0.02, 1.48, -2.47)
C (-0.04, 2.47, -1.50)
N (-0.10, 2.05, -0.19)
C (-0.08, 2.95, 0.79)
C (0.00, 4.31, 0.55)
C (0.04, 4.78, -0.77)
C (0.01, 3.87, -1.81)
C (0.03, 4.20, -3.20)
N (0.03, 5.41, -3.72)
H (0.05, 0.95, -5.84)
H (0.00, -1.40, -4.99)
H (-0.05, -1.83, -2.56)
H (-0.16, 2.57, 1.80)
H (0.03, 5.00, 1.38)
H (0.07, 5.84, -0.98)
N (-2.86, -1.06, 0.04)
C (-4.16, -0.76, 0.05)
C (-4.27, 0.62, -0.03)
C (-2.96, 1.08, -0.10)
N (-2.12, 0.04, -0.06)
H (-2.42, -1.99, -0.15)
H (-4.92, -1.51, 0.14)
H (-5.17, 1.20, -0.04)
H (-2.63, 2.10, -0.20)
Cl (-0.70, -5.25, 1.33)
C (0.38, -4.42, 0.18)
C (-0.30, -3.08, -0.16)
O (-1.41, -3.10, -0.70)
O (0.34, -2.05, 0.17)
H (0.47, -5.03, -0.71)
H (1.35, -4.27, 0.65)

The HOMO energy (alpha / beta) comes out at -11.216 / -11.295 eV. The frontier orbital gap (alpha / beta) comes out at 5.3 / 5.4 eV. As for the largest force on an atom: 0.0669 hartree/bohr. The molar mass comes out at 924.59 g/mol. Its total charge is +1.